ORCA calculation (ωB97M-V with the def2-TZVPD basis set) on an isolated molecule of C9H15N3O5 in a non-equilibrium geometry.

The geometry in XYZ format:
```
32
C9H15N3O5, DFT ωB97M-V with the def2-TZVPD basis set
C -3.110 4.609 1.984
N -1.860 3.803 1.874
C -1.769 2.537 1.489
O -2.754 1.820 1.195
C -0.340 1.970 1.458
N -0.343 0.694 0.712
C 0.762 0.019 0.483
O 1.818 0.360 0.977
C 0.670 -1.212 -0.496
C 0.505 -0.760 -1.935
C -0.893 -1.115 -2.405
O -1.863 -0.377 -2.292
O -0.974 -2.401 -2.877
N 1.830 -2.066 -0.332
C 1.936 -3.282 -0.901
C 3.128 -4.099 -0.496
O 1.183 -3.692 -1.779
H -2.879 5.582 2.395
H -3.816 4.090 2.559
H -3.550 4.755 0.963
H -1.006 4.208 2.152
H 0.270 2.693 0.913
H -0.026 1.799 2.522
H -1.249 0.414 0.337
H -0.172 -1.737 -0.169
H 0.606 0.321 -2.024
H 1.234 -1.202 -2.619
H -0.162 -2.958 -2.746
H 2.506 -1.759 0.362
H 4.020 -3.477 -0.481
H 3.042 -4.641 0.437
H 3.254 -4.896 -1.258
```

Summary:
LUMO energy = 0.51 eV
Kohn-Sham gap = 10.53 eV
energy relative to the best compared isomer or geometry (same formula, charge and spin) = 7.1 kcal/mol
calculated total energy = -892.48957 Eh
highest occupied orbital energy = -0.3685 Ha
2S+1 = 1

---

ORCA calculation (ωB97M-V with the def2-TZVPD basis set) on a structure of composition C9H15N3O6 in a non-equilibrium geometry.

The geometry in XYZ format:
```
33
C9H15N3O6, DFT ωB97M-V with the def2-TZVPD basis set
C -1.328 -0.145 -1.098
C 0.002 0.533 -0.666
C -1.099 -1.525 -1.677
C -2.565 -2.185 -1.789
C -2.998 -2.635 -0.368
C 2.090 0.149 0.481
C 2.528 -0.556 1.782
C 2.342 1.674 0.597
C 1.639 2.389 1.820
H -1.376 1.580 -2.645
H -2.981 1.115 -1.344
H -2.077 0.141 -0.185
H -0.829 -1.262 -2.771
H -0.311 -2.198 -1.373
H -3.361 -1.078 -1.812
H -2.806 -2.958 -2.589
H -4.639 -3.350 -0.968
H 0.651 -1.323 0.774
H 2.708 -0.444 -0.399
H 3.459 1.853 0.757
H 2.356 2.368 -0.309
H 1.117 3.816 2.972
H 1.723 4.754 1.605
H 4.162 -0.628 2.832
N -2.059 0.699 -2.127
N 0.688 -0.118 0.360
N 1.824 3.853 2.191
O 0.421 1.392 -1.447
O -2.314 -2.321 0.519
O -4.047 -3.469 -0.221
O 2.181 -1.635 2.315
O 1.187 1.594 2.716
O 3.712 -0.079 2.071
```

Summary:
LUMO energy = 0.45 eV
Kohn-Sham gap = 9.72 eV
energy relative to the best compared isomer or geometry (same formula, charge and spin) = 194.9 kcal/mol
calculated total energy = -967.45993 Eh
highest occupied orbital energy = -0.3409 Ha
2S+1 = 1

---

ORCA calculation (ωB97M-V with the def2-TZVPD basis set) on the ion C9H15N6 with charge +1 in a non-equilibrium geometry.

The geometry in XYZ format:
```
30
C9H15N6, DFT ωB97M-V with the def2-TZVPD basis set
C -4.095 1.413 0.151
C -2.774 0.635 0.166
C -1.968 0.145 -0.881
C -0.913 -0.566 -0.246
C 0.283 -1.124 -0.919
C 1.295 -0.370 -1.705
N 1.587 0.977 -1.394
C 1.983 1.074 -0.119
N 2.136 2.281 0.451
N 2.013 -0.141 0.449
C 1.800 -1.192 -0.490
N 2.771 -2.248 -0.296
N -1.141 -0.448 1.080
C -0.481 -1.115 2.119
N -2.252 0.194 1.299
H -4.949 0.715 0.249
H -4.134 2.240 0.853
H -4.364 2.045 -0.829
H -2.224 0.509 -1.877
H 0.145 -2.119 -1.415
H 1.410 -0.764 -2.724
H 1.349 1.722 -2.016
H 2.295 3.095 -0.199
H 2.254 2.496 1.432
H 2.641 -0.393 1.221
H 3.792 -2.027 -0.621
H 2.446 -3.024 -0.925
H -1.130 -0.975 2.950
H -0.388 -2.220 1.989
H 0.612 -0.817 2.248
```

Summary:
LUMO energy = -2.92 eV
Kohn-Sham gap = 8.99 eV
energy relative to the best compared isomer or geometry (same formula, charge and spin) = 17.2 kcal/mol
calculated total energy = -680.18848 Eh
net charge = +1
highest occupied orbital energy = -0.4377 Ha
2S+1 = 1

---

ORCA calculation (ωB97M-V with the def2-TZVPD basis set) on an isolated molecule of C9H15NO2 in a non-equilibrium geometry.

The geometry in XYZ format:
```
27
C9H15NO2, DFT ωB97M-V with the def2-TZVPD basis set
C -1.704 -3.133 -0.927
C -0.481 -2.312 -0.674
C 0.511 -0.162 -0.573
C 0.870 -0.072 0.777
C -0.285 2.194 1.188
C -0.891 1.893 -0.185
C 0.122 1.284 -1.209
C 1.349 2.141 -1.596
C 0.459 0.862 3.080
H -2.135 -2.767 -1.859
H -2.542 -2.977 -0.241
H -1.437 -4.194 -0.923
H 1.346 -0.657 -1.063
H 1.582 -0.838 1.076
H 2.067 2.268 -0.783
H -1.027 2.621 1.849
H 0.558 2.860 1.084
H -1.678 1.144 -0.007
H -1.257 2.819 -0.652
H -0.399 1.009 -2.135
H 1.950 1.770 -2.434
H 1.016 3.152 -1.888
H 0.874 -0.013 3.622
H 0.098 1.755 3.624
N 0.220 0.820 1.777
O 0.638 -2.739 -0.532
O -0.670 -0.994 -0.841
```

Summary:
LUMO energy = 0.60 eV
Kohn-Sham gap = 7.29 eV
energy relative to the best compared isomer or geometry (same formula, charge and spin) = 69.0 kcal/mol
calculated total energy = -557.06937 Eh
highest occupied orbital energy = -0.2458 Ha
2S+1 = 1

---

ORCA calculation (ωB97M-V with the def2-TZVPD basis set) on a structure of composition C9H15NO7PPtS.

The geometry in XYZ format:
```
35
C9H15NO7PPtS, DFT ωB97M-V with the def2-TZVPD basis set
Pt 1.064 0.431 -0.305
O 1.109 -2.425 2.797
C 1.403 -1.530 2.071
O 1.804 -1.284 0.940
C 1.200 0.259 3.031
O 1.540 0.130 4.165
O 0.797 1.021 2.182
S 3.073 0.653 -1.606
C 3.004 -0.574 -2.753
N 2.986 -1.394 -3.572
C 1.721 4.922 -2.234
C 1.265 3.753 -1.393
O 0.360 2.971 -2.188
P -0.290 1.660 -1.489
O -1.567 2.255 -0.724
C -2.508 3.103 -1.402
C -2.435 4.506 -0.839
O -0.993 1.038 -2.785
C -0.233 0.147 -3.634
C 0.312 0.882 -4.837
H 2.420 5.539 -1.669
H 0.871 5.537 -2.535
H 2.222 4.559 -3.132
H 0.754 4.095 -0.488
H 2.109 3.132 -1.093
H -3.494 2.666 -1.239
H -2.311 3.106 -2.475
H -2.601 4.493 0.239
H -3.192 5.139 -1.305
H -1.455 4.941 -1.032
H -0.922 -0.644 -3.931
H 0.571 -0.310 -3.062
H -0.497 1.337 -5.412
H 0.849 0.178 -5.474
H 1.002 1.663 -4.520
```

Summary:
LUMO energy (alpha / beta) = 2.78 / 2.32 eV
Kohn-Sham gap (alpha / beta) = 6.99 / 7.54 eV
calculated total energy = -1792.39360 Eh
expectation value of S² = 2.0078
net charge = -1
highest occupied orbital energy (alpha / beta) = -0.1548 / -0.1920 Ha
2S+1 = 3

---

ORCA calculation (ωB97M-V with the def2-TZVPD basis set) on an isolated molecule of C9H15OP in a non-equilibrium geometry.

The geometry in XYZ format:
```
26
C9H15OP, DFT ωB97M-V with the def2-TZVPD basis set
C 0.371 1.001 -1.621
C 0.562 0.340 -0.209
C -0.326 1.122 0.920
C -1.801 1.026 0.503
C -2.438 2.136 0.794
C -1.545 3.115 1.443
C -0.278 2.658 1.435
P -0.065 -1.389 -0.477
C 1.414 -2.455 -1.184
C -0.267 -2.282 1.115
O -1.279 -1.429 -1.260
H 0.869 0.351 -2.397
H 0.913 1.917 -1.760
H -0.712 1.035 -1.545
H 1.709 0.280 0.032
H -0.241 0.648 1.825
H -2.145 0.148 0.004
H -3.516 2.210 0.743
H -1.873 3.955 1.943
H 0.562 3.117 1.963
H 1.875 -1.887 -2.026
H 2.121 -2.718 -0.381
H 0.810 -3.395 -1.689
H -1.302 -2.346 1.345
H -0.008 -3.248 0.876
H 0.398 -2.024 2.003
```

Summary:
LUMO energy = 0.77 eV
Kohn-Sham gap = 9.47 eV
energy relative to the best compared isomer or geometry (same formula, charge and spin) = 14.8 kcal/mol
calculated total energy = -768.45777 Eh
highest occupied orbital energy = -0.3199 Ha
2S+1 = 1

---

ORCA calculation (ωB97M-V with the def2-TZVPD basis set) on an isolated molecule of C9H15OPS in a non-equilibrium geometry.

The geometry in XYZ format:
```
27
C9H15OPS, DFT ωB97M-V with the def2-TZVPD basis set
C -3.050 -0.536 -1.029
C -1.937 -0.579 -1.743
C -3.263 0.367 0.038
C -0.928 1.251 -0.786
C -4.539 0.435 0.808
C 3.228 0.522 -0.385
C 1.684 0.495 1.584
C 1.316 -1.117 -0.323
C 1.800 0.266 0.084
O 1.111 2.947 -0.260
P 0.794 1.599 -0.747
S -2.028 1.470 0.427
H -3.863 -1.231 -1.214
H -1.511 -0.979 -2.626
H -4.890 -0.563 1.074
H -4.401 1.011 1.721
H -5.322 0.920 0.220
H 3.531 1.529 -0.103
H 3.916 -0.191 0.067
H 3.300 0.435 -1.469
H 2.359 -0.164 2.129
H 0.665 0.313 1.929
H 1.943 1.529 1.813
H 1.953 -1.883 0.121
H 0.293 -1.279 0.011
H 1.347 -1.227 -1.407
H 1.124 1.404 -2.092
```

Summary:
LUMO energy = -0.51 eV
Kohn-Sham gap = 7.33 eV
energy relative to the best compared isomer or geometry (same formula, charge and spin) = 71.0 kcal/mol
calculated total energy = -1166.57050 Eh
highest occupied orbital energy = -0.2883 Ha
2S+1 = 1